DFT (the ωB97M-V functional and the def2-TZVPD basis) results for a molecular structure, C48H96F24N9O19S8.

electronic energy	-255533.84688	eV
LUMO	-1.56	eV
total charge	+1

```
204
C48H96F24N9O19S8 (the ωB97M-V functional and the def2-TZVPD basis)
C 15.282 14.578 10.963
C 15.287 14.986 12.392
N 14.303 16.160 12.751
C 14.633 17.375 11.986
C 12.828 15.781 12.673
C 11.864 16.797 13.192
C 14.685 16.532 14.179
C 16.186 16.649 14.597
O 16.691 15.355 14.968
C 16.862 15.184 16.376
H 14.325 14.089 10.674
H 16.136 13.849 10.835
H 15.496 15.354 10.265
H 16.240 15.346 12.803
H 15.088 14.137 13.109
H 14.533 17.183 10.907
H 15.681 17.649 12.074
H 13.931 18.116 12.357
H 12.749 14.792 13.047
H 12.724 15.664 11.578
H 11.802 16.937 14.267
H 10.859 16.432 12.954
H 11.999 17.707 12.760
H 14.326 15.714 14.786
H 14.095 17.409 14.415
H 16.268 17.322 15.430
H 16.841 17.023 13.804
H 17.494 14.293 16.461
H 15.912 15.078 16.839
H 17.375 16.044 16.761
C 17.103 7.114 18.842
C 15.625 7.579 18.939
N 15.113 8.133 17.689
C 15.239 7.076 16.629
C 13.577 8.491 17.715
C 12.672 7.293 17.974
C 15.812 9.391 17.274
C 16.213 10.412 18.285
O 15.151 10.893 19.043
C 15.559 11.754 20.075
H 17.723 7.898 18.342
H 17.213 6.068 18.491
H 17.374 7.140 19.876
H 15.528 8.301 19.770
H 14.926 6.818 19.187
H 16.347 6.923 16.404
H 14.767 7.442 15.705
H 14.756 6.146 16.947
H 13.423 8.972 16.825
H 13.475 9.203 18.489
H 12.871 6.769 18.906
H 12.536 6.562 17.208
H 11.723 7.725 18.171
H 15.235 9.775 16.455
H 16.741 9.024 16.852
H 16.660 11.187 17.638
H 16.979 9.967 18.890
H 16.166 11.252 20.874
H 14.609 12.221 20.407
H 16.272 12.465 19.576
C 22.898 13.718 14.977
C 21.666 14.588 14.546
N 20.763 13.850 13.592
C 19.731 14.797 13.258
C 21.529 13.369 12.435
C 22.406 14.416 11.727
C 20.246 12.610 14.268
C 19.091 11.925 13.552
O 17.879 12.424 13.976
C 16.733 11.581 13.764
H 23.520 14.330 15.651
H 23.508 13.385 14.183
H 22.558 12.919 15.646
H 22.015 15.456 14.029
H 21.075 14.885 15.388
H 19.169 14.980 14.168
H 19.090 14.523 12.468
H 20.252 15.717 13.059
H 20.761 12.961 11.720
H 22.040 12.481 12.785
H 21.859 15.213 11.242
H 22.846 13.765 10.920
H 23.239 14.801 12.361
H 19.864 12.827 15.299
H 21.094 11.982 14.405
H 19.241 10.924 14.002
H 19.188 11.898 12.485
H 16.894 10.571 14.221
H 16.569 11.449 12.706
H 15.864 12.137 14.182
C 24.229 18.345 10.548
C 23.850 19.213 11.704
C 24.902 20.248 12.138
N 24.191 21.293 12.950
C 23.367 20.756 14.094
C 23.300 22.032 11.971
C 23.305 23.558 12.519
C 24.387 23.574 13.593
C 25.157 22.273 13.430
H 23.418 17.713 10.209
H 25.030 17.674 10.784
H 24.634 18.902 9.707
H 23.606 18.602 12.559
H 22.967 19.742 11.414
H 25.511 20.676 11.377
H 25.712 19.901 12.816
H 23.907 19.864 14.513
H 22.390 20.485 13.667
H 23.248 21.612 14.781
H 22.331 21.556 11.914
H 23.821 22.131 10.998
H 22.285 23.871 12.796
H 23.607 24.220 11.690
H 23.823 23.641 14.537
H 25.060 24.446 13.589
H 25.641 21.939 14.345
H 25.888 22.404 12.632
C 26.956 10.528 13.751
C 27.619 11.298 14.892
C 26.539 12.110 15.640
N 26.912 12.643 17.034
C 28.355 13.092 17.127
C 26.706 11.456 18.053
C 25.283 11.668 18.528
C 25.192 13.179 18.708
C 25.939 13.702 17.480
H 26.554 11.204 13.012
H 26.140 9.917 14.153
H 27.716 9.929 13.269
H 28.443 11.932 14.592
H 28.020 10.617 15.622
H 25.606 11.581 15.749
H 26.273 13.049 15.093
H 28.553 13.176 18.199
H 28.529 13.986 16.601
H 28.939 12.298 16.687
H 27.466 11.633 18.802
H 26.915 10.486 17.537
H 24.985 11.017 19.380
H 24.680 11.360 17.603
H 25.714 13.546 19.612
H 24.173 13.543 18.744
H 26.433 14.689 17.623
H 25.303 13.943 16.584
C 28.392 17.443 18.786
F 28.369 18.654 19.324
F 29.487 16.735 19.230
F 27.364 16.808 19.297
S 28.532 17.407 16.930
O 29.782 18.053 16.642
O 28.210 16.053 16.620
N 27.372 18.328 16.346
S 25.905 17.826 16.144
O 25.424 18.282 14.853
O 25.751 16.449 16.514
C 24.851 18.631 17.430
F 23.788 17.780 17.580
F 25.454 18.814 18.538
F 24.318 19.784 17.023
C 20.337 8.847 16.297
F 20.852 9.493 15.247
F 19.022 9.141 16.335
F 20.565 7.571 16.310
S 21.105 9.502 17.898
O 20.165 8.934 18.819
O 22.429 9.071 17.931
N 20.946 11.095 17.616
S 21.108 12.385 18.466
O 21.806 12.322 19.746
O 21.592 13.423 17.590
C 19.377 12.788 18.907
F 19.429 13.938 19.594
F 18.696 12.987 17.811
F 18.848 11.877 19.718
C 19.343 18.273 9.634
F 20.407 17.448 9.365
F 19.802 19.524 9.648
F 18.406 18.172 8.702
S 18.582 17.848 11.245
O 17.517 18.809 11.308
O 18.209 16.490 11.119
N 19.681 17.956 12.387
S 19.498 19.206 13.415
O 20.123 20.410 12.933
O 18.192 19.322 14.009
C 20.612 18.503 14.715
F 20.990 19.509 15.521
F 19.997 17.573 15.474
F 21.674 18.007 14.215
C 11.679 12.512 15.926
F 11.739 13.333 16.926
F 11.301 11.267 16.259
F 10.847 13.014 15.053
S 13.371 12.386 15.219
O 14.007 13.684 15.204
O 14.003 11.364 15.993
N 13.231 11.966 13.732
S 13.131 10.485 13.146
O 14.417 9.902 12.868
O 12.123 9.635 13.763
C 12.416 10.881 11.535
F 13.043 11.705 10.794
F 12.448 9.712 10.930
F 11.095 11.345 11.595
```

Löwdin population analysis, charges in e, atoms 1 to 99: number 1, C, carries -0.0556; number 2, C, carries -0.1411; number 3, N, carries -0.2377; number 4, C, carries 0.0121; number 5, C, carries -0.1346; number 6, C, carries -0.0500; number 7, C, carries -0.0715; number 8, C, carries -0.1470; number 9, O, carries -0.2279; number 10, C, carries -0.0551; number 11, H, carries 0.0847; number 12, H, carries 0.1122; number 13, H, carries 0.0594; number 14, H, carries 0.0982; number 15, H, carries 0.1209; number 16, H, carries 0.1169; number 17, H, carries 0.0777; number 18, H, carries 0.1042; number 19, H, carries 0.1028; number 20, H, carries 0.1405; number 21, H, carries 0.0923; number 22, H, carries 0.1046; number 23, H, carries 0.0395; number 24, H, carries 0.0994; number 25, H, carries 0.1271; number 26, H, carries 0.1247; number 27, H, carries 0.1020; number 28, H, carries 0.0779; number 29, H, carries 0.0794; number 30, H, carries 0.0848; number 31, C, carries -0.0312; number 32, C, carries -0.1715; number 33, N, carries -0.2555; number 34, C, carries 0.0200; number 35, C, carries -0.0895; number 36, C, carries -0.0423; number 37, C, carries -0.1139; number 38, C, carries -0.2169; number 39, O, carries -0.1853; number 40, C, carries -0.0790; number 41, H, carries 0.0692; number 42, H, carries 0.0973; number 43, H, carries 0.0771; number 44, H, carries 0.1446; number 45, H, carries 0.1041; number 46, H, carries 0.1282; number 47, H, carries 0.1239; number 48, H, carries 0.1103; number 49, H, carries 0.0826; number 50, H, carries 0.1187; number 51, H, carries 0.0831; number 52, H, carries 0.0766; number 53, H, carries 0.0788; number 54, H, carries 0.0952; number 55, H, carries 0.1061; number 56, H, carries 0.1443; number 57, H, carries 0.1151; number 58, H, carries 0.1056; number 59, H, carries 0.1076; number 60, H, carries 0.0892; number 61, C, carries -0.0387; number 62, C, carries -0.1212; number 63, N, carries -0.2871; number 64, C, carries -0.0011; number 65, C, carries -0.1762; number 66, C, carries -0.0319; number 67, C, carries -0.0778; number 68, C, carries -0.2166; number 69, O, carries -0.1841; number 70, C, carries -0.0573; number 71, H, carries 0.0810; number 72, H, carries 0.0549; number 73, H, carries 0.0569; number 74, H, carries 0.0980; number 75, H, carries 0.1232; number 76, H, carries 0.1158; number 77, H, carries 0.0974; number 78, H, carries 0.0688; number 79, H, carries 0.1467; number 80, H, carries 0.1236; number 81, H, carries 0.0741; number 82, H, carries 0.1066; number 83, H, carries 0.0885; number 84, H, carries 0.1546; number 85, H, carries 0.1014; number 86, H, carries 0.1243; number 87, H, carries 0.1209; number 88, H, carries 0.1022; number 89, H, carries 0.0789; number 90, H, carries 0.0663; number 91, C, carries -0.0793; number 92, C, carries -0.2108; number 93, C, carries -0.1084; number 94, N, carries -0.2887; number 95, C, carries 0.0421; number 96, C, carries -0.0546; number 97, C, carries -0.1094; number 98, C, carries -0.1609; number 99, C, carries -0.1251